Entry 1:
This record from the OMol25 dataset describes 7 unconnected molecules or ions with the total composition C42H70N8O9 in a non-equilibrium geometry. The level of theory is wB97M-V/def2-TZVPD.

Structure (XYZ):
```
129
Properties=species:S:1:pos:R:3:forces:R:3
C -3.134 -1.347 -3.455 -0.25 -0.45 0.64
C -2.648 -1.813 -2.059 -0.09 0.74 -0.45
N -1.211 -1.549 -1.813 -0.27 -0.14 0.24
C -0.998 -0.568 -0.799 -0.06 -0.15 0.23
C -0.742 0.768 -1.160 -0.20 -0.11 -0.15
C -0.715 1.113 -2.639 0.53 0.15 0.74
C -0.193 2.501 -3.006 -0.11 -0.18 -0.99
C 1.275 2.491 -3.455 -0.46 0.56 0.66
C 2.278 2.418 -2.292 0.32 -0.03 -1.03
C 2.694 3.780 -1.781 -0.07 -0.55 0.64
O 1.633 4.379 -1.048 0.16 0.08 -0.05
C 2.066 5.230 -0.005 -0.29 -0.08 0.00
C -0.545 1.711 -0.160 -0.04 -0.17 0.10
C -0.587 1.410 1.204 -0.24 -0.14 -0.33
C -0.362 2.540 2.184 0.51 0.00 -0.36
C 0.640 2.257 3.266 -0.33 -0.02 0.53
N 0.397 2.593 4.457 0.04 0.09 0.41
C -0.820 0.082 1.544 0.10 -0.12 0.09
C -1.018 -0.907 0.558 0.12 0.55 -0.02
C -1.223 -2.307 1.043 0.36 0.26 0.06
O -1.981 -3.097 0.536 -0.25 -0.42 -0.31
C -0.388 -2.667 2.222 0.10 0.09 0.05
C 0.195 -3.922 2.336 -0.16 0.58 0.31
C 0.990 -4.170 3.451 -0.11 0.06 -0.31
C 1.199 -3.183 4.413 0.04 -0.29 -0.10
C 0.599 -1.935 4.304 -0.21 -0.06 -0.28
C -0.196 -1.683 3.192 0.21 -0.34 0.09
C -0.865 -0.378 2.965 0.03 -0.13 -0.49
O -1.426 0.231 3.838 -0.13 0.38 0.54
H -4.010 -0.712 -3.340 0.03 0.23 -0.14
H -2.347 -0.812 -3.972 0.02 -0.02 -0.21
H -3.470 -2.212 -4.026 0.19 0.02 -0.29
H -2.875 -2.867 -1.934 0.23 -0.14 0.13
H -3.225 -1.283 -1.301 -0.11 -0.10 0.11
H -0.786 -2.421 -1.520 0.11 0.04 -0.13
H -1.709 0.934 -3.038 -0.12 0.19 -0.08
H -0.063 0.378 -3.113 -0.14 -0.20 -0.11
H -0.347 3.255 -2.241 -0.03 0.02 0.09
H -0.780 2.829 -3.866 0.16 -0.01 0.24
H 1.432 3.444 -3.968 0.23 -0.01 -0.16
H 1.420 1.705 -4.195 0.09 -0.16 0.07
H 1.926 1.788 -1.478 -0.06 0.00 0.10
H 3.195 1.961 -2.681 0.08 -0.09 0.12
H 3.555 3.630 -1.120 0.06 0.15 0.09
H 3.010 4.425 -2.605 -0.04 0.12 -0.08
H 2.026 4.718 0.961 0.06 -0.12 0.02
H 1.379 6.072 0.038 0.07 0.17 0.03
H 3.087 5.580 -0.159 0.02 0.16 -0.09
H -0.332 2.737 -0.420 0.04 0.02 -0.12
H 0.044 3.372 1.600 -0.01 0.04 -0.08
H -1.281 2.913 2.625 -0.12 -0.18 0.21
H 1.577 1.742 3.039 -0.02 -0.06 -0.41
H 1.172 2.306 5.064 -0.16 0.23 -0.29
H 0.006 -4.649 1.564 0.09 -0.22 0.06
H 1.447 -5.145 3.539 0.07 -0.02 0.14
H 1.846 -3.422 5.246 0.01 0.13 0.13
H 0.744 -1.142 5.024 0.05 -0.05 0.16
C 0.871 -3.765 -4.484 0.04 -0.05 -0.02
C 0.170 -4.390 -3.304 0.06 0.14 0.09
O 0.348 -3.977 -2.169 0.07 -0.20 0.13
N -0.674 -5.427 -3.538 0.08 0.07 -0.10
C -1.010 -6.042 -4.808 -0.13 -0.08 0.36
H 1.495 -2.952 -4.126 -0.10 0.04 0.09
H 1.502 -4.501 -4.986 -0.08 0.01 -0.12
H 0.147 -3.357 -5.188 0.07 -0.03 -0.09
H -1.105 -5.789 -2.702 -0.01 0.00 0.00
H -2.083 -5.961 -4.984 0.02 0.00 -0.14
H -0.742 -7.100 -4.787 0.01 0.00 -0.13
H -0.482 -5.561 -5.624 0.02 0.03 0.01
C -3.066 -6.060 2.464 0.06 -0.01 -0.07
C -1.871 -6.727 3.103 0.04 0.06 -0.08
O -0.767 -6.700 2.584 0.00 -0.21 0.03
N -2.062 -7.362 4.290 -0.11 0.07 -0.08
C -3.289 -7.493 5.051 0.37 -0.14 0.09
H -2.749 -5.596 1.535 0.07 0.03 0.04
H -3.845 -6.793 2.247 -0.07 0.05 0.08
H -3.467 -5.285 3.118 -0.09 -0.03 -0.01
H -1.224 -7.783 4.659 0.00 0.00 0.02
H -3.160 -7.049 6.040 -0.14 0.03 0.01
H -3.534 -8.550 5.178 -0.13 0.03 0.01
H -4.113 -6.999 4.549 0.01 0.02 -0.03
C 4.983 2.601 4.178 -0.06 0.03 -0.02
C 4.230 1.550 4.957 -0.14 -0.01 0.02
O 3.013 1.584 5.072 0.30 -0.13 0.05
N 4.947 0.555 5.531 0.07 0.11 -0.07
C 6.383 0.348 5.503 -0.27 -0.22 0.17
H 4.268 3.318 3.786 -0.06 -0.04 0.04
H 5.688 3.126 4.823 0.08 -0.03 -0.06
H 5.520 2.149 3.343 0.09 0.04 0.04
H 4.380 -0.110 6.033 0.01 -0.01 0.00
H 6.606 -0.619 5.049 0.12 0.04 -0.04
H 6.775 0.350 6.521 0.12 0.04 -0.04
H 6.878 1.127 4.934 -0.02 0.02 -0.01
C -3.798 5.249 -4.299 0.02 -0.02 0.05
C -3.347 4.034 -5.073 0.07 -0.13 0.04
O -2.678 3.153 -4.558 -0.38 0.10 -0.14
N -3.712 3.948 -6.380 -0.04 0.14 0.08
C -4.497 4.887 -7.159 0.17 -0.35 -0.11
H -3.428 5.166 -3.282 0.03 -0.07 -0.02
H -3.398 6.160 -4.745 -0.10 0.04 -0.01
H -4.887 5.306 -4.272 0.00 0.10 -0.04
H -3.378 3.113 -6.835 0.00 0.00 -0.01
H -5.393 4.392 -7.539 -0.07 0.12 -0.01
H -3.912 5.241 -8.009 -0.07 0.12 0.00
H -4.795 5.738 -6.557 0.01 0.00 0.03
C -3.420 4.351 8.449 -0.03 0.07 0.04
C -3.804 4.612 7.010 -0.08 0.09 -0.15
O -4.475 5.583 6.691 0.02 -0.02 0.08
N -3.373 3.725 6.083 0.00 -0.01 0.26
C -2.572 2.524 6.275 -0.12 0.13 -0.39
H -3.835 5.142 9.065 -0.03 0.03 -0.07
H -3.821 3.395 8.787 0.11 -0.04 0.02
H -2.335 4.349 8.563 0.00 -0.11 0.03
H -3.661 3.957 5.145 0.04 -0.01 -0.03
H -1.652 2.601 5.695 0.05 -0.11 0.07
H -3.131 1.658 5.917 0.09 -0.10 0.09
H -2.327 2.383 7.322 -0.04 0.04 0.02
C 4.308 0.619 -6.695 -0.04 0.02 -0.01
C 3.510 -0.511 -6.090 -0.14 -0.04 0.04
O 2.292 -0.535 -6.126 0.02 0.02 -0.02
N 4.202 -1.519 -5.492 0.08 0.14 -0.10
C 5.638 -1.667 -5.348 -0.30 -0.25 0.14
H 3.616 1.335 -7.128 -0.06 -0.04 0.03
H 4.902 1.123 -5.932 0.09 -0.02 -0.05
H 4.967 0.248 -7.482 0.08 0.04 0.05
H 3.608 -2.237 -5.108 0.02 -0.01 0.03
H 5.963 -2.592 -5.827 0.13 0.06 -0.03
H 5.899 -1.721 -4.289 0.13 0.06 -0.03
H 6.163 -0.833 -5.799 -0.02 0.02 -0.01
```
Forces are in eV/Å.

Output
Lowest unoccupied orbital energy in Ha: 0.0111
HOMO level in eV: -7.97
F_max in eV/Å: 1.08
Total energy in eV: -75039.381
Structure (SMILES): [H]/N=C/Cc1cc(CCCCCOC)c(NCC)c2c1C(=O)c1ccccc1C2=O.CNC(C)=O.CNC(C)=O.CNC(C)=O.CNC(C)=O.CNC(C)=O.CNC(C)=O
Kohn-Sham gap in eV: 8.3

---

Entry 2:
This record from the OMol25 dataset describes a gas-phase ion, C8H14ClN2O (charge -1) in a non-equilibrium geometry. The level of theory is wB97M-V/def2-TZVPD.

Structure (XYZ):
```
26
Properties=species:S:1:pos:R:3:forces:R:3
C -1.767 0.772 -2.360 1.08 0.37 0.42
C -0.534 0.437 -1.951 -3.50 -1.40 0.18
C -1.094 0.290 0.930 2.14 -0.85 -1.78
C -0.357 -0.718 -0.986 2.65 -1.00 -1.60
C 0.436 0.485 0.989 1.00 -0.11 1.23
C -0.071 -2.079 -1.770 -0.42 1.77 0.42
C 0.827 1.954 0.951 0.72 1.80 1.01
C 1.051 -0.107 2.299 0.02 1.06 -1.01
N -1.131 -0.889 0.142 0.52 -1.31 -0.02
N 0.946 -0.309 -0.245 0.59 -0.45 0.91
O 1.943 -1.136 -0.125 -1.22 1.20 0.06
Cl -3.213 -1.437 0.037 -1.63 -0.27 -0.27
H -1.817 1.580 -3.034 -0.22 0.87 -1.02
H -2.721 0.409 -2.020 0.12 -0.53 0.46
H 0.291 0.871 -2.429 1.25 0.53 -0.30
H -1.569 0.045 1.807 -0.86 -0.14 2.45
H -1.576 1.085 0.450 -0.78 1.70 -0.61
H 0.083 -2.795 -1.034 0.21 -1.27 1.79
H 0.920 -2.091 -2.270 -1.08 0.43 -0.53
H -1.009 -2.414 -2.240 0.67 0.47 -0.63
H 1.737 2.225 1.523 -0.17 -0.86 0.32
H 0.045 2.539 1.542 0.70 -0.38 -1.39
H 1.202 2.412 0.015 -1.43 -0.34 -0.20
H 2.077 0.288 2.437 -0.74 -0.25 0.33
H 1.093 -1.138 2.237 0.56 -2.30 -0.79
H 0.389 -0.072 3.148 -0.18 1.25 0.53
```
Forces are in eV/Å.

Output
Energy relative to the best compared isomer or geometry (same formula, charge and spin) in kcal per mole: 4.4
Lowest unoccupied orbital energy (alpha / beta) in Ha: 0.1271 / 0.1272
HOMO level (alpha / beta) in eV: -2.54 / -3.96
F_max in eV/Å: 3.77
Charge: -1
Total energy in eV: -26069.064
Structure (SMILES): C=C[C@]1(C)N(Cl)CC(C)(C)N1[O-]
Kohn-Sham gap (alpha / beta) in eV: 6.0 / 7.4

---

Entry 3:
This record from the OMol25 dataset describes a molecular structure, C30H25FeN3PS3Se2 in a non-equilibrium geometry. The level of theory is wB97M-V/def2-TZVPD.

Structure (XYZ):
```
65
Properties=species:S:1:pos:R:3:forces:R:3
Fe -0.309 -0.307 -0.351 0.54 0.07 -1.71
C -3.369 1.135 0.222 0.00 0.02 0.09
C -2.352 1.996 -0.458 0.08 0.05 -0.13
C -2.729 3.286 -0.841 -0.06 -0.06 0.05
C -1.819 4.137 -1.422 0.09 0.04 -0.01
C -0.513 3.703 -1.576 -0.15 0.01 0.02
C -0.198 2.426 -1.161 0.26 -0.09 0.10
N -1.104 1.559 -0.663 -0.14 0.04 0.19
C 1.192 1.920 -1.183 -0.08 0.07 0.06
C 2.290 2.588 -1.703 0.02 -0.04 -0.02
C 3.514 1.937 -1.727 0.01 -0.01 0.00
C 3.613 0.634 -1.267 -0.07 0.04 -0.04
C 2.477 0.034 -0.745 -0.01 -0.22 0.05
N 1.323 0.694 -0.673 -0.05 0.02 0.39
C 2.383 -1.375 -0.293 0.01 0.33 -0.05
C 3.522 -2.111 -0.044 -0.07 -0.17 0.04
C 3.377 -3.426 0.377 0.08 0.10 -0.02
C 2.107 -3.917 0.544 -0.11 -0.04 0.01
C 0.988 -3.108 0.307 0.15 -0.02 -0.08
C -0.363 -3.681 0.578 -0.03 0.01 0.02
N 1.126 -1.851 -0.131 0.10 -0.01 0.53
H -4.244 1.011 -0.416 0.00 -0.01 -0.01
H -3.676 1.628 1.148 -0.02 0.02 -0.02
H -2.969 0.162 0.468 0.01 0.02 0.05
H -3.749 3.598 -0.660 0.00 0.00 -0.01
H -2.107 5.137 -1.721 -0.01 -0.01 -0.02
H 0.244 4.354 -1.987 0.02 0.01 0.02
H 2.192 3.584 -2.108 0.00 0.01 0.01
H 4.383 2.433 -2.140 0.00 0.00 0.00
H 4.541 0.088 -1.347 0.01 0.01 0.02
H 4.499 -1.665 -0.154 0.00 0.01 0.00
H 4.245 -4.039 0.581 -0.01 -0.01 0.00
H 1.941 -4.934 0.876 0.00 0.00 0.01
H -0.513 -4.577 -0.027 0.00 0.00 0.00
H -1.152 -2.979 0.331 0.00 0.00 0.02
H -0.431 -3.957 1.633 0.00 -0.01 0.00
S -1.332 -3.274 -3.480 0.02 0.05 -0.06
C -1.172 -1.912 -2.543 -0.02 0.01 -0.18
S -2.210 -1.499 -1.226 -0.02 -0.11 0.40
S 0.079 -0.718 -2.710 -0.39 -0.13 0.35
Se 0.382 3.253 2.188 -0.03 -0.05 0.01
P 0.529 1.279 2.980 0.17 -0.08 0.03
Se -0.607 -0.363 2.124 -0.24 -0.03 -0.02
C 0.136 1.298 4.770 -0.11 0.21 0.02
C -0.809 0.459 5.344 0.01 -0.04 0.02
C -1.134 0.588 6.690 0.00 -0.03 -0.01
C -0.516 1.552 7.468 0.03 0.01 0.01
C 0.440 2.388 6.901 0.00 -0.02 0.02
C 0.759 2.264 5.561 0.05 -0.03 -0.03
C 2.285 0.738 3.013 -0.01 -0.03 -0.11
C 3.222 1.307 2.163 0.01 0.06 0.06
C 4.526 0.825 2.135 -0.01 0.03 -0.02
C 4.901 -0.224 2.958 0.00 -0.01 0.02
C 3.967 -0.793 3.818 0.04 0.00 -0.01
C 2.667 -0.318 3.841 -0.06 -0.03 -0.02
H -1.292 -0.292 4.733 -0.03 0.03 -0.01
H -1.878 -0.067 7.125 0.00 0.00 0.00
H -0.777 1.657 8.514 0.00 0.00 0.00
H 0.927 3.145 7.503 0.00 0.00 0.00
H 1.484 2.930 5.107 -0.03 0.02 -0.01
H 2.920 2.138 1.536 0.01 0.00 -0.01
H 5.248 1.277 1.464 0.00 0.00 0.00
H 5.917 -0.598 2.936 0.00 0.00 0.01
H 4.254 -1.611 4.467 -0.01 -0.01 -0.01
H 1.936 -0.777 4.496 0.00 0.00 -0.01
```
Forces are in eV/Å.

Output
Energy relative to the best compared isomer or geometry (same formula, charge and spin) in kcal per mole: 0.0
Lowest unoccupied orbital energy in Ha: 0.0802
HOMO level in eV: -3.82
F_max in eV/Å: 1.79
Charge: -1
Total energy in eV: -242866.708
Kohn-Sham gap in eV: 6.0

---

Entry 4:
This record from the OMol25 dataset describes a molecular structure, C35H44N2P2Pt. The level of theory is wB97M-V/def2-TZVPD.

Structure (XYZ):
```
84
Properties=species:S:1:pos:R:3:forces:R:3
Pt -0.595 0.127 -0.028 -0.19 -0.03 -0.27
C 2.367 -3.618 1.567 0.08 0.00 -0.01
C 2.151 -2.135 1.259 0.13 -0.05 -0.10
C 3.044 -1.250 2.125 0.01 0.02 0.05
P 0.394 -1.595 1.273 -0.37 0.19 0.09
C -0.258 -1.471 2.994 0.06 -0.18 0.15
C 0.029 -0.094 3.601 0.05 0.04 0.00
C 0.162 -2.550 3.999 -0.05 -0.03 0.03
C -0.512 -2.913 0.411 0.01 -0.18 0.15
C -1.056 -4.051 0.995 -0.01 0.06 0.06
C -1.802 -4.965 0.261 0.00 0.02 -0.08
C -2.415 -6.174 0.914 0.00 -0.04 0.01
C -1.996 -4.689 -1.089 -0.03 -0.01 0.02
C -1.461 -3.567 -1.700 0.03 -0.05 0.00
C -0.684 -2.664 -0.967 0.13 0.20 -0.08
N -0.132 -1.475 -1.420 -0.16 -0.07 -0.07
C 0.225 -1.155 -2.702 -0.02 -0.07 0.12
C 0.276 -2.037 -3.799 0.00 0.04 0.00
C 0.594 -1.576 -5.063 0.00 -0.08 -0.05
C 0.891 -0.240 -5.327 -0.02 -0.05 0.06
C 1.213 0.238 -6.717 -0.02 0.02 -0.05
C 0.927 0.612 -4.235 0.04 0.02 0.02
C 0.638 0.177 -2.944 0.10 0.11 -0.16
P 0.900 1.185 -1.474 0.05 -0.01 0.09
C 0.617 2.945 -1.936 -0.08 0.11 -0.06
C 1.779 3.664 -2.627 0.00 0.01 -0.07
C 0.136 3.772 -0.740 0.07 0.04 0.03
C 2.654 0.911 -0.990 0.12 0.06 -0.04
C 3.704 0.962 -2.100 0.01 -0.03 -0.01
C 3.035 1.806 0.189 0.02 0.02 0.05
H 3.422 -3.860 1.422 -0.01 0.00 0.01
H 2.115 -3.862 2.598 -0.02 0.02 0.02
H 1.783 -4.261 0.911 -0.03 0.01 -0.02
H 2.421 -1.981 0.208 -0.02 -0.02 0.00
H 2.923 -1.487 3.183 -0.01 -0.01 0.00
H 4.093 -1.420 1.873 0.00 -0.01 0.00
H 2.835 -0.188 1.998 -0.03 0.01 -0.05
H -1.336 -1.545 2.814 0.00 0.01 0.02
H 1.084 0.003 3.868 -0.01 0.00 -0.01
H -0.241 0.721 2.931 -0.02 -0.03 -0.04
H -0.552 0.014 4.519 0.01 0.00 0.01
H 1.227 -2.490 4.222 0.02 0.02 -0.01
H -0.370 -2.380 4.938 0.00 0.00 0.00
H -0.057 -3.567 3.682 0.01 0.02 -0.03
H -0.908 -4.241 2.051 -0.01 0.02 -0.02
H -1.791 -6.544 1.728 0.01 0.01 0.00
H -3.399 -5.950 1.334 0.00 0.03 -0.01
H -2.545 -6.986 0.198 0.01 0.01 -0.01
H -2.604 -5.365 -1.680 0.01 0.00 -0.01
H -1.690 -3.368 -2.736 -0.01 -0.01 -0.01
H 0.068 -3.086 -3.661 0.02 -0.01 -0.01
H 0.601 -2.289 -5.881 0.00 0.01 0.00
H 0.742 -0.395 -7.470 0.00 -0.01 0.01
H 0.858 1.257 -6.878 0.01 0.00 0.02
H 2.288 0.231 -6.911 0.01 -0.01 0.02
H 1.198 1.649 -4.398 -0.02 -0.04 -0.01
H -0.211 2.863 -2.650 -0.01 -0.01 0.03
H 2.602 3.840 -1.934 0.00 0.00 0.02
H 2.177 3.131 -3.488 0.00 0.01 0.03
H 1.433 4.641 -2.970 0.00 0.00 0.00
H 0.945 3.920 -0.020 0.00 0.00 0.00
H -0.181 4.758 -1.085 0.02 0.00 -0.01
H -0.692 3.302 -0.215 -0.01 0.00 -0.04
H 2.587 -0.124 -0.642 0.07 0.02 0.03
H 3.931 1.985 -2.398 -0.02 0.01 -0.01
H 4.633 0.517 -1.735 0.00 0.01 0.01
H 3.393 0.405 -2.984 -0.02 0.00 0.02
H 3.153 2.843 -0.128 0.00 0.00 -0.01
H 2.284 1.786 0.981 -0.02 -0.03 -0.01
H 3.992 1.490 0.611 -0.01 -0.02 0.00
N -6.339 6.820 4.743 -0.02 0.01 0.01
C -5.690 6.041 4.202 0.18 -0.20 -0.14
C -4.870 5.066 3.520 -0.21 0.24 0.17
C -4.899 4.985 2.131 0.04 -0.04 -0.07
C -4.111 4.054 1.480 -0.04 0.04 -0.01
C -3.281 3.191 2.203 0.11 -0.13 -0.08
C -3.263 3.285 3.599 -0.02 0.03 0.04
C -4.050 4.212 4.254 0.06 -0.06 0.00
C -2.459 2.233 1.528 -0.09 0.11 0.07
C -1.755 1.429 0.942 0.11 -0.11 0.19
H -5.538 5.650 1.567 0.00 0.00 0.01
H -4.130 3.983 0.401 0.00 0.00 0.00
H -2.621 2.621 4.162 0.00 0.00 0.00
H -4.032 4.282 5.333 -0.01 0.00 0.00
```
Forces are in eV/Å.

Output
Lowest unoccupied orbital energy (alpha / beta) in Ha: 0.0191 / -0.0446
HOMO level (alpha / beta) in eV: -6.38 / -6.83
F_max in eV/Å: 0.42
Multiplicity: 3
Total energy in eV: -61812.448
Kohn-Sham gap (alpha / beta) in eV: 6.9 / 5.6

---

> Among the records above, which one has the lowest F_max?

C35H44N2P2Pt